1.
A structure of composition C19H27N5O2SZr at a distorted geometry, computed with ωB97M-V/def2-TZVPD.

CARTESIAN COORDINATES (ANGSTROEM)
N (0.2639, 3.2297, 0.0699)
C (0.2974, 4.3444, -0.2688)
C (0.3466, 5.7459, -0.6541)
H (-0.6638, 6.1286, -0.8477)
H (0.9572, 5.8785, -1.5573)
H (0.7799, 6.3270, 0.1683)
N (2.6357, -2.0430, -0.1794)
C (3.4559, -2.5622, -0.8228)
C (4.5226, -3.3041, -1.4640)
H (5.1137, -2.6787, -2.1447)
H (4.1105, -4.1648, -2.0047)
H (5.1746, -3.6821, -0.6676)
N (-3.3534, -1.1509, -0.2556)
C (-4.2523, -1.8655, -0.4681)
C (-5.3416, -2.7494, -0.8462)
H (-5.3318, -3.6644, -0.2398)
H (-5.2340, -3.0134, -1.9127)
H (-6.3094, -2.2544, -0.6968)
Zr (-0.0997, 0.1098, -3.8395)
C (-0.4099, -1.6391, 0.0436)
O (-0.5308, -2.6695, -0.4931)
C (2.7046, 2.2438, -1.6080)
O (3.0184, 1.3275, -0.9906)
C (0.6749, 1.3764, -5.3425)
C (-0.7925, 1.4437, -5.3488)
C (-1.5672, 0.2269, -5.3954)
C (-0.9009, -1.0686, -5.4338)
C (0.5497, -1.1415, -5.4426)
C (1.3407, 0.0895, -5.3953)
H (1.2272, 2.3148, -5.3611)
H (-1.2983, 2.4134, -5.3650)
H (-2.6533, 0.3009, -5.4591)
H (-1.5181, -1.9626, -5.5422)
H (1.0336, -2.1149, -5.5468)
H (2.4258, 0.0587, -5.4597)
C (1.0879, 2.1659, 5.1039)
C (-0.1119, 1.5858, 4.3842)
N (0.2929, 1.0125, 3.0589)
C (-0.0552, -0.1910, 2.5956)
S (-0.2420, -0.1890, 0.7284)
N (-0.2627, -1.2903, 3.3060)
C (0.1185, -1.5503, 4.7292)
C (-1.0832, -1.9483, 5.5555)
H (1.9092, 1.4432, 5.1712)
H (0.7985, 2.4524, 6.1202)
H (1.4538, 3.0620, 4.5903)
H (-0.6160, 0.8117, 4.9721)
H (-0.8480, 2.3764, 4.1794)
H (0.4704, 1.7187, 2.3325)
H (-0.6069, -2.0917, 2.7751)
H (0.8514, -2.3666, 4.7126)
H (0.6256, -0.6661, 5.1198)
H (-1.5242, -2.8828, 5.1940)
H (-0.7774, -2.1091, 6.5933)
H (-1.8570, -1.1739, 5.5501)

Results
total charge = +4
2S+1 = 1
orbital gap (spin up / spin down) = 6.29 / 6.29 eV
E_LUMO (spin up / spin down) = -0.5489 / -0.5491 Ha

---

2.
The molecule C19H27N5O4S, computed with ωB97M-V/def2-TZVPD.

CARTESIAN COORDINATES (ANGSTROEM)
C (-4.0093, 2.1736, -3.2501)
C (-4.9162, 0.9456, -3.1588)
C (-5.1754, 0.5280, -1.7467)
C (-6.3387, 0.6611, -0.9748)
N (-6.2173, 0.2056, 0.2713)
N (-4.9517, -0.2310, 0.3260)
C (-4.3519, -0.7931, 1.4027)
C (-3.0613, -1.1836, 1.2801)
C (-2.4122, -0.9836, 0.0248)
C (-0.9539, -1.3557, -0.1155)
O (-0.1121, -0.5769, 0.3085)
N (-0.6594, -2.5248, -0.7172)
C (-1.6468, -3.4300, -1.2822)
C (0.7479, -2.9033, -0.9158)
C (1.4618, -3.2023, 0.3940)
C (1.4807, -1.8653, -1.7753)
N (2.6725, -2.4416, -2.3761)
C (2.5648, -3.3218, -3.3963)
O (1.5193, -3.5565, -3.9726)
C (3.8740, -4.0085, -3.7999)
C (4.9531, -2.9932, -4.1719)
C (3.6627, -5.0732, -4.8742)
C (4.8423, -6.0499, -4.7929)
C (5.0460, -6.4114, -3.3203)
S (4.4082, -5.0179, -2.3751)
O (5.4511, -4.3316, -1.6500)
O (3.2340, -5.4605, -1.6606)
N (-2.9871, -0.4551, -1.0163)
C (-4.2755, -0.0597, -0.8734)
H (-3.8332, 2.4513, -4.2903)
H (-4.4581, 3.0265, -2.7392)
H (-3.0454, 1.9706, -2.7826)
H (-5.8719, 1.1482, -3.6470)
H (-4.4570, 0.1163, -3.7018)
H (-7.2842, 1.0783, -1.2873)
H (-4.9587, -0.8879, 2.2912)
H (-2.5322, -1.6222, 2.1121)
H (-1.4885, -4.4365, -0.8905)
H (-2.6529, -3.1130, -1.0266)
H (-1.5557, -3.4596, -2.3700)
H (0.7113, -3.8182, -1.5091)
H (2.4600, -3.5913, 0.1894)
H (1.5347, -2.3055, 1.0070)
H (0.9247, -3.9704, 0.9527)
H (0.8244, -1.5319, -2.5786)
H (1.7686, -1.0025, -1.1808)
H (3.5416, -2.3908, -1.8686)
H (4.5781, -2.3653, -4.9814)
H (5.2180, -2.3561, -3.3311)
H (5.8664, -3.4833, -4.5064)
H (2.7218, -5.5868, -4.6730)
H (3.5782, -4.6136, -5.8580)
H (4.6498, -6.9446, -5.3828)
H (5.7454, -5.5899, -5.1939)
H (4.4345, -7.2574, -3.0120)
H (6.0810, -6.5746, -3.0303)

Results
2S+1 = 1
orbital gap = 8.74 eV
E_LUMO = 0.0154 Ha
relative energy (zero: lowest compared OMol25 entry of this formula, charge and spin) = 2.379 eV
structure (SMILES) = CCc1cnn2ccc(C(=O)N(C)[C@H](C)CNC(=O)[C@]3(C)CCCS3(=O)=O)nc12

---

3.
The molecule C19H27N5O4S, computed with ωB97M-V/def2-TZVPD.

CARTESIAN COORDINATES (ANGSTROEM)
C (5.6708, -1.1473, 0.3574)
C (5.6530, -0.2050, 1.5615)
C (5.1147, -0.8498, 2.7949)
C (5.7909, -1.2656, 3.9471)
N (5.0009, -1.8396, 4.8590)
N (3.7874, -1.8041, 4.2936)
C (2.6380, -2.2762, 4.8361)
C (1.4997, -2.1570, 4.1174)
C (1.5679, -1.5265, 2.8414)
C (0.3130, -1.4702, 2.0004)
O (-0.2063, -2.5322, 1.6780)
N (-0.1081, -0.2626, 1.5740)
C (0.3812, 1.0051, 2.0869)
C (-1.2500, -0.1719, 0.6516)
C (-2.5660, -0.4973, 1.3432)
C (-1.0223, -1.0052, -0.6148)
N (-1.9002, -0.5605, -1.6835)
C (-1.6943, 0.6143, -2.3144)
O (-0.7539, 1.3466, -2.0633)
C (-2.7529, 1.0002, -3.3601)
C (-2.9179, -0.0854, -4.4212)
C (-2.4480, 2.3591, -3.9867)
C (-3.7787, 3.0119, -4.3718)
C (-4.6400, 2.9295, -3.1229)
S (-4.3644, 1.2781, -2.5147)
O (-5.3353, 0.3819, -3.0826)
O (-4.1791, 1.3002, -1.0892)
N (2.6631, -1.0636, 2.3180)
C (3.8026, -1.2103, 3.0371)
H (6.0734, -0.6494, -0.5256)
H (6.2840, -2.0258, 0.5643)
H (4.6613, -1.4881, 0.1257)
H (6.6628, 0.1570, 1.7676)
H (5.0496, 0.6737, 1.3200)
H (6.8455, -1.1622, 4.1535)
H (2.7187, -2.7217, 5.8170)
H (0.5641, -2.5448, 4.4895)
H (-0.4550, 1.5784, 2.4947)
H (1.1084, 0.8481, 2.8756)
H (0.8507, 1.5856, 1.2908)
H (-1.2598, 0.8687, 0.3235)
H (-3.3944, -0.4018, 0.6412)
H (-2.5434, -1.5114, 1.7417)
H (-2.7531, 0.2003, 2.1615)
H (0.0134, -0.8874, -0.9390)
H (-1.2047, -2.0591, -0.4309)
H (-2.7395, -1.0816, -1.8662)
H (-1.9487, -0.2542, -4.8932)
H (-3.2730, -1.0266, -4.0083)
H (-3.6342, 0.2228, -5.1805)
H (-1.9156, 2.9741, -3.2610)
H (-1.7905, 2.2323, -4.8471)
H (-3.6368, 4.0459, -4.6829)
H (-4.2551, 2.4816, -5.1987)
H (-4.2827, 3.5973, -2.3385)
H (-5.7110, 3.0519, -3.2672)

Results
2S+1 = 1
orbital gap = 8.69 eV
E_LUMO = 0.0116 Ha
relative energy (zero: lowest compared OMol25 entry of this formula, charge and spin) = 2.384 eV
structure (SMILES) = CCc1cnn2ccc(C(=O)N(C)[C@H](C)CNC(=O)[C@]3(C)CCCS3(=O)=O)nc12

---

4.
The molecule C19H27NO at a distorted geometry, computed with ωB97M-V/def2-TZVPD.

CARTESIAN COORDINATES (ANGSTROEM)
C (5.1587, 1.0678, -2.0975)
N (5.6487, -0.2489, -2.5422)
C (6.9935, -0.5389, -2.9438)
C (4.7499, -1.2019, -2.6089)
C (4.1470, -2.2693, -2.6146)
C (3.7288, -3.6599, -2.3518)
C (2.6630, -3.7284, -1.2510)
C (1.4076, -2.9642, -1.4899)
C (0.4876, -2.9875, -0.2700)
C (-0.7303, -1.9554, -0.4936)
C (-0.3238, -0.5627, -0.7933)
C (-1.1550, 0.4407, -0.0344)
C (-2.5010, 0.7940, -0.8375)
C (-3.4683, 1.7035, -0.0505)
O (-3.3783, 2.8851, -0.4210)
C (-4.0668, 1.3050, 1.2309)
C (-3.8189, 2.0737, 2.4031)
C (-4.3851, 1.6583, 3.6347)
C (-4.9728, 0.3414, 3.6897)
C (-5.1681, -0.4863, 2.6221)
C (-4.6308, -0.0312, 1.3920)
H (4.7043, 0.9680, -1.1349)
H (4.4305, 1.5298, -2.8244)
H (6.0683, 1.6691, -2.0583)
H (7.0746, -1.5369, -3.4133)
H (7.3239, 0.2063, -3.6085)
H (7.7274, -0.4090, -2.0840)
H (4.6204, -4.1978, -2.0342)
H (3.4235, -4.1698, -3.2951)
H (3.0982, -3.4006, -0.2992)
H (2.4620, -4.8205, -1.0949)
H (1.6402, -1.9996, -1.8546)
H (0.9060, -3.5201, -2.2898)
H (1.0713, -2.7109, 0.5817)
H (0.0556, -3.9787, -0.0598)
H (-1.4033, -2.0901, 0.3881)
H (-1.3067, -2.3245, -1.3601)
H (-0.4746, -0.2795, -1.8608)
H (0.6697, -0.3288, -0.4672)
H (-1.4350, -0.0325, 0.9869)
H (-0.6417, 1.4561, 0.2479)
H (-2.8916, -0.1479, -1.1692)
H (-2.2330, 1.3417, -1.8237)
H (-3.4020, 3.0735, 2.4344)
H (-4.2642, 2.2081, 4.5535)
H (-5.3875, -0.0682, 4.6028)
H (-5.5997, -1.4033, 2.7843)
H (-4.8621, -0.7060, 0.4948)

Results
2S+1 = 1
orbital gap = 7.75 eV
E_LUMO = 0.0120 Ha
relative energy (zero: lowest compared OMol25 entry of this formula, charge and spin) = 5.228 eV
structure (SMILES) = CN(C)C#CCCCCCCCCC(=O)c1ccccc1